(1)
A cluster of 12 separate species, C24H72N4O12 in total in a non-equilibrium geometry, computed with ωB97M-V with the def2-TZVPD basis set.

```
112
C24H72N4O12 ωB97M-V with the def2-TZVPD basis set
N 4.4167 0.4764 2.5652
C 4.4335 -0.6579 1.9781
N 4.8073 -1.5968 2.8114
O 4.0788 -0.9448 0.6336
H 4.0089 1.2516 2.0048
H 4.5717 0.6564 3.5377
H 4.8654 -2.5427 2.5356
H 5.2399 -1.2650 3.6945
N -3.0250 -2.8286 -2.1529
C -2.2787 -1.9057 -1.6483
N -1.0635 -2.2111 -1.5314
O -2.7698 -0.6996 -1.3563
H -4.0348 -2.7587 -1.9913
H -2.6495 -3.7438 -2.4375
H -0.3368 -1.7143 -1.0621
H -0.6983 -2.8948 -2.1837
C -2.6618 1.3446 1.2016
C -2.5878 2.7384 1.7945
C -3.9419 3.3782 2.2115
O -1.7496 2.8103 2.6924
H -2.8518 0.6157 1.9862
H -1.7739 1.0009 0.6822
H -3.3850 1.1370 0.3997
H -2.1638 3.3849 1.0182
H -3.7519 4.3660 2.4497
H -4.2435 2.8899 3.1243
H -4.6937 3.4035 1.3697
H -1.5724 3.7948 2.8437
C 2.9750 2.8103 5.4201
C 2.3506 2.2036 4.1871
C 0.8376 2.1009 4.3265
O 2.5810 2.7016 3.0827
H 2.3892 3.6697 5.6547
H 3.9786 3.1422 5.1187
H 2.9897 2.1849 6.2571
H 2.7998 1.2224 4.3014
H 0.3081 1.6014 3.5008
H 0.2940 3.0694 4.4743
H 0.6538 1.5159 5.1527
H 2.4185 3.6223 3.2119
C -3.7130 -0.2841 -5.6752
C -2.5846 -1.2506 -5.4617
C -1.4583 -0.6040 -4.7094
O -2.8649 -2.3111 -4.9036
H -4.0261 0.0260 -4.6453
H -4.5631 -0.7301 -6.1632
H -3.2913 0.4878 -6.3075
H -2.2966 -1.5385 -6.4453
H -1.6604 -0.2711 -3.6854
H -1.0764 0.2407 -5.2959
H -0.6543 -1.3527 -4.5859
H -3.1010 -2.1810 -4.0190
C -4.1467 3.1618 -3.7650
C -3.2995 2.3004 -2.8650
C -2.5428 3.0790 -1.8335
O -4.0212 1.4769 -2.2095
H -3.8987 4.2403 -3.7164
H -5.2215 2.9698 -3.6427
H -3.8784 2.8331 -4.7871
H -2.4500 1.7466 -3.3125
H -3.1697 3.5252 -1.0302
H -2.0550 3.9326 -2.2739
H -1.8042 2.4981 -1.2868
H -3.5251 0.7782 -1.8443
C 3.3945 -4.9003 -0.8694
C 3.8949 -4.2330 0.3881
C 2.6671 -3.8053 1.2408
O 4.4689 -5.0872 1.1263
H 4.2050 -5.5422 -1.3079
H 3.1247 -4.1685 -1.5754
H 2.5180 -5.5246 -0.7580
H 4.4903 -3.3748 0.2165
H 1.9916 -4.6102 1.4636
H 2.0331 -2.9881 0.8989
H 3.0283 -3.6472 2.2232
H 3.8947 -5.8628 1.1789
C 0.4711 0.5487 -1.7520
C 1.4236 0.0858 -0.7011
C 1.2116 1.0044 0.5802
O 1.1945 -1.0670 -0.3431
H 0.6204 1.6081 -1.9926
H -0.5705 0.5055 -1.2989
H 0.5083 -0.1073 -2.6037
H 2.4677 0.1099 -0.9490
H 1.7345 0.6078 1.4647
H 0.1485 1.1675 0.7071
H 1.5608 1.9992 0.4277
H 2.0464 -1.4419 -0.0621
C 1.3212 -2.8429 -3.8279
O 0.1130 -3.6276 -3.6403
H 2.1220 -3.5025 -4.1083
H 1.5883 -2.4167 -2.8792
H 1.3081 -2.1291 -4.6198
H -0.3651 -3.5920 -4.4601
C -1.4667 -1.9023 1.5988
O -1.5789 -2.2599 2.9540
H -1.6546 -2.7330 0.9243
H -0.5014 -1.4647 1.3265
H -2.2637 -1.2550 1.2710
H -1.7889 -1.4863 3.4648
C 0.5160 4.2766 0.7109
O 0.0272 5.4573 1.2926
H 0.2830 3.3595 1.2984
H 1.5723 4.3834 0.4687
H -0.0270 4.1527 -0.1643
H 0.4757 5.7038 2.1581
C 1.3782 -1.5458 3.4259
O 2.4139 -1.6280 4.3888
H 0.5791 -0.8114 3.6586
H 0.9052 -2.4582 3.2902
H 1.8086 -1.3210 2.4484
H 3.2449 -1.7365 3.9222
```

## Properties
Kohn-Sham gap in eV: 8.71
SMILES: NC(N)=O.NC(N)=O.CC(C)O.CC(C)O.CC(C)O.CC(C)O.CC(C)O.CC(C)O.CO.CO.CO.CO
F_max in eV/Å: 11.88

These are the Löwdin partial charges, in e, on atoms 1 to 5: N 0.197; C -0.559; N 0.159; O -0.113; H 0.141

(2)
A structure of composition C29H19F18InN6O6S3, computed with ωB97M-V with the def2-TZVPD basis set.

```
82
C29H19F18InN6O6S3 ωB97M-V with the def2-TZVPD basis set
In 0.2483 -0.9554 1.0119
C -1.7204 5.4813 1.7610
C -1.6304 4.0966 1.1701
C -1.1940 3.8759 -0.1214
C -1.0714 2.5876 -0.6139
C -1.3831 1.4439 0.1364
N -1.1332 0.1431 -0.3033
C -1.5105 -0.3369 -1.5500
C -1.9372 0.5081 -2.5981
C -2.2853 0.0538 -3.8585
C -2.2544 -1.2918 -4.1681
C -2.6059 -1.8227 -5.5347
C -1.9228 -2.1500 -3.1287
C -1.5699 -1.7390 -1.8489
C -1.4459 -2.8630 -0.7866
O -1.1376 -2.4861 0.4631
C -0.3857 -3.9696 -1.1750
F -0.3683 -4.3916 -2.4571
F 0.8498 -3.5238 -0.9186
F -0.5607 -5.0710 -0.4198
C -2.8503 -3.6100 -0.7135
F -3.0349 -4.2174 0.4557
F -2.9953 -4.5701 -1.6700
F -3.8815 -2.7723 -0.8811
C -1.8543 1.6700 1.4670
C -1.9454 2.9776 1.9353
C -2.1820 0.4695 2.3943
O -1.2042 -0.4570 2.5003
C -2.3766 0.9134 3.8994
F -1.2371 1.4594 4.3632
F -2.6453 -0.1433 4.6738
F -3.3554 1.8126 4.1729
C -3.5526 -0.1618 1.9432
F -3.6500 -0.3523 0.6328
F -4.5961 0.6510 2.2745
F -3.7718 -1.3346 2.5405
H -1.4850 6.2411 1.0129
H -2.7209 5.6895 2.1501
H -1.0183 5.6011 2.5911
H -0.9085 4.7144 -0.7512
H -0.6208 2.4633 -1.5867
H -2.0316 1.5637 -2.4228
H -2.5770 0.7795 -4.6137
H -2.8438 -1.0063 -6.2203
H -1.7793 -2.3929 -5.9677
H -3.4731 -2.4885 -5.4935
H -1.9871 -3.2108 -3.3277
H -2.2807 3.1656 2.9426
N 1.3431 -3.0154 4.8723
C 1.3594 -2.1810 3.7847
S 1.3132 -2.9284 2.2353
N 1.4453 -0.9053 4.0900
N 1.4313 -0.1251 2.9931
C 1.7365 1.0984 3.1075
C 1.8496 1.8789 1.8726
C 2.3960 3.1568 1.8824
C 2.6737 3.7752 0.6763
C 2.3864 3.1092 -0.5024
C 1.7815 1.8643 -0.4210
N 1.5127 1.2653 0.7328
H 0.9723 -3.9340 4.7020
H 1.0801 -2.5655 5.7343
H 2.0077 1.5332 4.0664
H 2.6262 3.6298 2.8292
H 3.1212 4.7620 0.6574
H 2.6050 3.5382 -1.4708
H 1.4906 1.3311 -1.3153
F 3.3323 -2.2322 -4.4053
C 2.4619 -2.3935 -3.4000
F 1.2303 -2.2894 -3.8864
F 2.6289 -3.6080 -2.8978
S 2.7191 -1.0525 -2.1547
O 1.5445 -1.0379 -1.3087
O 2.9243 0.1305 -2.9496
N 4.0427 -1.6155 -1.5132
S 4.6447 -1.2202 -0.1157
O 5.5472 -2.2439 0.3176
O 3.7061 -0.6460 0.8055
C 5.7701 0.1951 -0.5251
F 6.0249 0.9054 0.5802
F 5.2290 1.0148 -1.4254
F 6.9399 -0.2383 -1.0094
```

## Properties
Kohn-Sham gap in eV: 6.18
F_max in eV/Å: 0.98
Charge: -2

These are the Löwdin partial charges, in e, on atoms 1 to 5: In 0.718; C -0.067; C -0.285; C -0.056; C -0.058

(3)
A cluster of 7 separate species, C20H56N2O13 in total in a non-equilibrium geometry, computed with ωB97M-V with the def2-TZVPD basis set.

```
91
C20H56N2O13 ωB97M-V with the def2-TZVPD basis set
C 7.4624 0.3010 0.7608
O 6.6665 1.3782 0.3500
C 5.3786 1.4941 0.9486
C 4.6229 2.7634 0.6428
N 5.4521 3.9641 1.0202
C 4.7155 5.2105 0.9097
C 5.3154 6.4992 1.4961
O 4.4291 7.4933 1.0231
C 4.9436 8.8767 1.0554
H 7.8696 0.3960 1.7674
H 8.2407 0.2377 0.0004
H 6.9741 -0.6659 0.6393
H 5.3818 1.2633 2.0139
H 4.7964 0.7383 0.4215
H 3.6326 2.8092 1.0958
H 4.3390 2.8662 -0.4045
H 5.5834 3.8142 2.0104
H 3.7753 5.0651 1.4417
H 4.4381 5.3856 -0.1297
H 6.3583 6.6268 1.2061
H 5.3681 6.6092 2.5792
H 5.8765 9.0324 0.5136
H 4.9533 9.1613 2.1076
H 4.1915 9.4959 0.5664
C -4.3955 1.8528 -3.2578
O -4.8408 1.5195 -1.9824
C -4.2880 2.3119 -0.9853
C -5.0685 2.1427 0.3499
N -4.5357 1.0875 1.1622
C -5.4569 0.5581 2.1717
C -4.9253 -0.7262 2.7582
O -5.1986 -1.7501 1.8026
C -5.0203 -3.0888 2.2217
H -4.6251 1.0407 -3.9477
H -3.3136 1.8834 -3.3874
H -4.8412 2.7857 -3.6030
H -4.3529 3.3570 -1.2880
H -3.2190 2.2178 -0.7945
H -6.1437 2.0930 0.1777
H -5.0697 3.0818 0.9032
H -4.2279 0.3855 0.5046
H -6.4363 0.3056 1.7652
H -5.5652 1.3127 2.9508
H -5.4435 -1.0951 3.6433
H -3.8459 -0.7672 2.9042
H -3.9981 -3.4197 2.0380
H -5.5657 -3.6843 1.4895
H -5.3024 -3.2789 3.2572
O -4.8686 -3.6536 -2.3209
C -4.2610 -4.9637 -2.2613
C -3.6464 -5.3293 -3.6649
O -2.4451 -4.6210 -4.0125
H -4.1941 -2.9727 -2.3763
H -3.4002 -4.9188 -1.5942
H -5.0034 -5.7223 -2.0133
H -4.4020 -5.2142 -4.4420
H -3.2620 -6.3481 -3.7149
H -2.4637 -3.8306 -3.4679
O 1.5648 3.6565 -4.5062
C 1.9550 3.1352 -5.7827
C 3.4525 3.4137 -6.1091
O 3.7092 4.7570 -6.1446
H 1.6590 4.6113 -4.5404
H 1.7340 2.0749 -5.9055
H 1.3377 3.5978 -6.5528
H 3.6593 2.9310 -7.0643
H 4.1758 2.9886 -5.4132
H 3.1461 5.1675 -6.8049
O 0.2904 -5.9778 4.5588
C -0.0298 -7.3446 4.8114
C 0.2029 -8.1716 3.5673
O -0.4546 -7.7201 2.3584
H 1.2025 -5.8054 4.8034
H 0.4610 -7.7169 5.7106
H -1.0961 -7.4801 4.9924
H -0.0593 -9.2189 3.7174
H 1.2607 -8.2269 3.3106
H -1.3786 -7.9643 2.4485
O -1.3071 -1.2477 -1.9660
C -0.1508 -1.1848 -1.1304
C -0.2335 -2.0988 0.1044
O 0.1006 -3.3924 -0.3559
H -1.3311 -0.5265 -2.5991
H 0.7501 -1.2949 -1.7340
H -0.0207 -0.1645 -0.7694
H -1.2319 -2.1368 0.5402
H 0.4280 -1.7280 0.8873
H 0.2469 -4.0144 0.3605
O -0.6393 -1.7915 6.7365
H -0.1004 -2.1283 7.4523
H -0.4418 -2.3657 5.9967
```

## Properties
Kohn-Sham gap in eV: 8.76
SMILES: COCCNCCOC.COCCNCCOC.OCCO.OCCO.OCCO.OCCO.O
F_max in eV/Å: 2.68

These are the Löwdin partial charges, in e, on atoms 1 to 5: C -0.127; O -0.186; C -0.226; C -0.197; N -0.061

(4)
A cluster of 8 separate species, C24H64O24S8 in total in a non-equilibrium geometry, computed with ωB97M-V with the def2-TZVPD basis set.

```
120
C24H64O24S8 ωB97M-V with the def2-TZVPD basis set
C 5.0759 3.6796 -0.0712
C 3.6162 3.6498 -0.5000
O 3.2798 4.9376 -1.0268
S 1.8894 5.0821 -1.8865
C 0.7449 5.0715 -0.4795
O 1.8645 6.3489 -2.5513
O 1.7699 3.8608 -2.6582
H 5.6449 3.9818 -0.9511
H 5.3374 2.7047 0.3310
H 5.2226 4.4727 0.6634
H 3.4507 2.8708 -1.2454
H 2.9849 3.4097 0.3621
H -0.1291 5.6796 -0.6819
H 1.3117 5.3790 0.3936
H 0.4688 4.0269 -0.3534
C -3.7805 1.4111 -3.8746
C -2.6806 2.2802 -4.4263
O -3.1243 3.6232 -4.4565
S -2.0338 4.7253 -3.9341
C -0.7877 4.5658 -5.2755
O -2.6334 6.0061 -4.0460
O -1.5352 4.2570 -2.6622
H -4.0070 1.7209 -2.8497
H -3.4878 0.3676 -3.7408
H -4.7077 1.4772 -4.4446
H -1.8645 2.1503 -3.7082
H -2.2870 1.9095 -5.3734
H -1.3651 4.6317 -6.1924
H -0.2762 3.6159 -5.1575
H -0.1503 5.4356 -5.1409
C -3.7151 -0.0149 -0.0486
C -3.5500 0.8586 1.1538
O -2.4108 1.7231 1.0133
S -2.2475 2.9571 2.0653
C -1.4706 2.1174 3.4557
O -1.2572 3.8728 1.5336
O -3.5562 3.4582 2.3740
H -2.8065 -0.5722 -0.2824
H -3.9649 0.5256 -0.9650
H -4.5130 -0.7502 0.0520
H -4.4320 1.4908 1.2955
H -3.4479 0.2867 2.0834
H -0.5307 1.7365 3.0640
H -2.1392 1.2825 3.6678
H -1.3852 2.8146 4.2798
C 0.8038 -1.3650 1.8730
C -0.1432 -1.0463 0.7291
O 0.4911 -0.8440 -0.5313
S 1.0398 0.6391 -0.8978
C -0.3908 1.3129 -1.7598
O 1.2237 1.3662 0.3274
O 2.1051 0.4235 -1.8289
H 0.9252 -2.4428 1.9907
H 0.5305 -0.8807 2.8106
H 1.8236 -0.9864 1.7607
H -0.8806 -1.8457 0.6321
H -0.7401 -0.1700 0.9914
H -1.1310 1.7268 -1.0798
H -0.8367 0.6024 -2.4528
H 0.0444 2.1284 -2.3433
C 3.7471 3.3380 7.6139
C 3.8638 3.0372 6.1301
O 3.5267 1.7011 5.8160
S 2.6943 1.4510 4.4148
C 4.1108 1.7102 3.3027
O 2.3296 0.0725 4.4436
O 1.7645 2.5326 4.2772
H 4.3124 2.7357 8.3211
H 2.7007 3.2107 7.9062
H 3.9719 4.4014 7.7062
H 3.2675 3.8041 5.6263
H 4.8630 3.3293 5.7789
H 4.3100 2.7793 3.2898
H 3.8610 1.2972 2.3287
H 4.9879 1.2295 3.7284
C 1.5270 -5.0630 0.5886
C 0.1457 -5.4171 0.0862
O -0.6267 -4.2197 -0.0361
S -1.5438 -3.9150 -1.3507
C -0.2724 -3.1039 -2.3141
O -1.9785 -5.1536 -1.9210
O -2.4941 -2.9589 -0.9047
H 2.2189 -5.9054 0.5922
H 1.5244 -4.6126 1.5825
H 2.0091 -4.3194 -0.0523
H 0.2716 -6.0461 -0.8004
H -0.4422 -6.0432 0.7619
H 0.5022 -3.7918 -2.6368
H 0.0025 -2.1444 -1.8834
H -0.8228 -2.8786 -3.2390
C -2.2603 -3.9623 2.7346
C -3.2130 -4.9877 2.1434
O -4.5126 -4.8921 2.7775
S -4.8054 -5.9279 3.9893
C -5.3038 -7.3646 3.0251
O -3.5853 -6.2272 4.6950
O -5.9437 -5.3941 4.6952
H -2.2836 -4.1010 3.8159
H -2.5329 -2.9313 2.5188
H -1.2765 -4.1884 2.3295
H -3.4493 -4.8008 1.0959
H -2.7465 -5.9734 2.1884
H -6.1671 -7.0106 2.4640
H -5.6414 -8.0639 3.7859
H -4.5060 -7.6369 2.3457
C 3.5328 -2.0925 -2.6515
C 3.1503 -0.9128 -3.5303
O 1.7459 -0.7377 -3.4954
S 0.9424 -0.4186 -4.8604
C 0.9294 -2.0414 -5.6571
O -0.3978 -0.0658 -4.4748
O 1.7711 0.4550 -5.6657
H 4.6037 -2.2906 -2.7176
H 3.0636 -3.0251 -2.9914
H 3.2356 -2.0235 -1.6054
H 3.6899 -0.0524 -3.1249
H 3.5394 -1.0401 -4.5433
H 1.6383 -2.0062 -6.4812
H -0.0776 -2.2574 -6.0013
H 1.2788 -2.8237 -4.9864
```

## Properties
Kohn-Sham gap in eV: 10.78
SMILES: CCOS(C)(=O)=O.CCOS(C)(=O)=O.CCOS(C)(=O)=O.CCOS(C)(=O)=O.CCOS(C)(=O)=O.CCOS(C)(=O)=O.CCOS(C)(=O)=O.CCOS(C)(=O)=O
F_max in eV/Å: 3.94

These are the Löwdin partial charges, in e, on atoms 1 to 5: C -0.060; C -0.291; O -0.267; S 0.639; C -0.103

(5)
The molecule C23H25BrN4O3S, computed with ωB97M-V with the def2-TZVPD basis set.

```
57
C23H25BrN4O3S ωB97M-V with the def2-TZVPD basis set
O -3.5137 -2.6026 -1.7392
C -3.1546 -1.8484 -0.8568
N -3.8935 -0.8321 -0.3659
C -5.1082 -0.3786 -1.0009
C -4.9083 1.0015 -1.6328
C -4.5325 2.0666 -0.5983
N -3.2409 1.8120 0.0350
C -3.1010 2.4957 1.3134
C -1.7730 2.0873 1.9534
O -0.6823 2.4154 1.1288
C -0.8040 1.7990 -0.1291
C -2.1165 2.1760 -0.8182
C -1.8120 -1.9580 -0.1935
C -1.6469 -1.7161 1.1739
C -0.3879 -1.7486 1.7313
C 0.7263 -2.0140 0.9354
C 2.0716 -1.9609 1.5127
O 2.3019 -1.7266 2.6783
N 3.1127 -2.1720 0.6071
C 4.4710 -1.9519 1.0761
C 5.0569 -0.7055 0.4643
C 6.3990 -0.6493 0.1138
C 6.9251 0.4925 -0.4641
C 6.1192 1.5894 -0.7159
C 4.7838 1.5244 -0.3618
Br 3.6386 3.0061 -0.7188
C 4.2472 0.3991 0.2347
C 2.9423 -2.4950 -0.7116
S 4.1955 -2.7890 -1.7367
N 1.6676 -2.5688 -1.1793
C 0.5553 -2.2960 -0.4255
C -0.7207 -2.2743 -0.9831
H -3.4367 -0.0969 0.1727
H -5.9043 -0.3309 -0.2498
H -5.3816 -1.1148 -1.7607
H -5.8378 1.3066 -2.1152
H -4.1396 0.9335 -2.4032
H -4.5477 3.0601 -1.0755
H -5.2908 2.0646 0.1896
H -3.9253 2.2028 1.9678
H -3.1189 3.5909 1.1882
H -1.6192 2.6224 2.8916
H -1.7803 1.0034 2.1475
H 0.0478 2.1418 -0.7189
H -0.7551 0.7040 -0.0156
H -2.1888 1.6369 -1.7636
H -2.1162 3.2590 -1.0270
H -2.5104 -1.5189 1.7902
H -0.2262 -1.5562 2.7810
H 4.4091 -1.8515 2.1645
H 5.0850 -2.8197 0.8232
H 7.0301 -1.5082 0.2828
H 7.9688 0.5266 -0.7362
H 6.5181 2.4761 -1.1835
H 3.2029 0.3869 0.5123
H 1.5666 -2.8075 -2.1576
H -0.8677 -2.4880 -2.0310
```

## Properties
Kohn-Sham gap in eV: 8.33
SMILES: O=C(NCCCN1CCOCC1)c1ccc2c(=O)n(Cc3cccc(Br)c3)c(=S)[nH]c2c1
F_max in eV/Å: 0.74

These are the natural (NBO) partial charges, in e, on atoms 1 to 5: O -0.621; C 0.655; N -0.641; C -0.226; C -0.412

Computed values of E_tot (unit: eV) for the preceding records, in sequence: -56577.2445; -138206.6938; -51238.3327; -161742.9091; -117239.3658.
Computed values of HOMO level (unit: Eh) for the preceding records, in sequence: -0.3149; -0.0732; -0.3136; -0.3965; -0.3137.
Computed values of energy relative to the best compared isomer or geometry (same formula, charge and spin) (unit: eV) for the preceding records, in sequence: 8.700; 1.777; 3.170; 1.843; 0.000.